## one
Computed, not measured: a 9-piece molecular cluster, C25H39F5O19 overall, with wB97M-V/def2-TZVPD.

Structure (SMILES): O=C1OC[C@@H](F)O1.O=C1OC[C@@H](F)O1.O=C1OC[C@@H](F)O1.O=C1OC[C@@H](F)O1.O=C1OC[C@@H](F)O1.C1CCOC1.C1CCOC1.CO.CO
Highest occupied orbital energy, eV: -9.76
Total charge: 0
Molecular weight, u: 738.56
HOMO-LUMO gap, Ha: 0.351
Multiplicity: 1

The geometry in XYZ format:
```
88
Properties=species:S:1:pos:R:3:lowdin_charge:R:1
O -1.78 2.32 -2.21 0.17
C -2.75 2.21 -2.88 -0.56
O -3.81 3.02 -2.85 0.09
C -4.77 2.60 -3.82 -0.03
C -4.18 1.28 -4.37 -0.30
F -4.05 1.31 -5.72 0.07
O -2.92 1.22 -3.78 0.13
H -5.66 2.38 -3.22 0.13
H -5.00 3.30 -4.61 0.14
H -4.82 0.43 -4.12 0.17
O -1.56 2.22 -6.81 0.19
C -0.63 1.82 -6.20 -0.54
O 0.50 2.52 -6.00 0.09
C 1.47 1.67 -5.39 -0.05
C 0.63 0.53 -4.84 -0.30
F 0.36 0.64 -3.50 0.05
O -0.55 0.61 -5.57 0.14
H 2.28 1.36 -6.05 0.14
H 1.92 2.24 -4.58 0.13
H 1.13 -0.42 -4.98 0.16
O -0.55 -3.27 0.98 0.18
C -0.35 -2.13 0.72 -0.55
O -0.89 -1.46 -0.32 0.08
C -0.15 -0.23 -0.47 -0.04
C 0.32 0.00 0.95 -0.30
F -0.63 0.62 1.72 0.06
O 0.52 -1.31 1.39 0.11
H 0.73 -0.42 -1.10 0.13
H -0.80 0.54 -0.86 0.12
H 1.23 0.59 0.98 0.16
O 4.56 -0.07 -4.94 0.18
C 4.19 -1.02 -4.35 -0.56
O 3.22 -1.02 -3.42 0.04
C 3.08 -2.32 -2.84 -0.03
C 4.42 -2.97 -3.23 -0.29
F 4.20 -4.26 -3.61 0.07
O 4.80 -2.25 -4.38 0.14
H 2.98 -2.23 -1.76 0.13
H 2.26 -2.85 -3.32 0.15
H 5.20 -2.95 -2.47 0.17
O -2.73 2.20 8.00 0.20
C -2.00 2.12 7.08 -0.55
O -1.05 3.03 6.78 0.08
C -0.48 2.70 5.52 -0.06
C -0.83 1.22 5.38 -0.30
F 0.14 0.46 5.99 0.06
O -1.98 1.10 6.18 0.12
H -1.03 3.26 4.76 0.14
H 0.59 2.86 5.45 0.14
H -0.98 0.87 4.37 0.15
C 5.49 1.67 -2.13 -0.15
C 5.16 0.91 -0.84 -0.16
C 4.27 1.87 -0.09 -0.20
O 3.54 2.53 -1.12 -0.14
C 4.40 2.76 -2.22 -0.19
H 5.72 1.05 -2.98 0.09
H 6.42 2.23 -1.93 0.11
H 6.04 0.58 -0.30 0.11
H 4.60 -0.01 -1.09 0.09
H 4.87 2.60 0.47 0.12
H 3.51 1.49 0.59 0.10
H 4.83 3.76 -2.22 0.12
H 3.84 2.64 -3.15 0.10
C -3.40 -2.34 5.02 -0.15
C -2.36 -2.55 3.91 -0.14
C -3.27 -3.18 2.85 -0.20
O -4.44 -2.38 2.89 -0.17
C -4.70 -2.01 4.25 -0.16
H -3.09 -1.51 5.65 0.10
H -3.61 -3.23 5.61 0.11
H -1.54 -3.19 4.20 0.11
H -2.10 -1.57 3.51 0.11
H -3.47 -4.24 3.07 0.13
H -2.86 -3.17 1.84 0.11
H -5.54 -2.55 4.68 0.12
H -4.94 -0.94 4.24 0.12
C 2.44 -2.92 3.89 -0.14
O 2.87 -1.68 4.48 -0.12
H 2.38 -2.86 2.79 0.06
H 3.13 -3.70 4.18 0.08
H 1.38 -3.06 4.11 0.07
H 3.19 -1.11 3.77 0.06
C -4.38 0.34 0.60 -0.15
O -4.96 -0.96 0.62 -0.13
H -5.17 1.08 0.48 0.07
H -3.85 0.53 1.54 0.07
H -3.68 0.43 -0.22 0.06
H -4.54 -1.40 1.37 0.02
```

***

## two
Computed, not measured: a 9-piece molecular cluster, C25H39F5O19 overall, with wB97M-V/def2-TZVPD.

Structure (SMILES): O=C1OC[C@@H](F)O1.O=C1OC[C@@H](F)O1.O=C1OC[C@@H](F)O1.O=C1OC[C@@H](F)O1.O=C1OC[C@@H](F)O1.C1CCOC1.C1CCOC1.CO.CO
Highest occupied orbital energy, eV: -9.36
Total charge: 0
Molecular weight, u: 738.56
HOMO-LUMO gap, Ha: 0.351
Multiplicity: 1

The geometry in XYZ format:
```
88
Properties=species:S:1:pos:R:3:lowdin_charge:R:1
O 11.71 -0.94 -18.50 0.16
C 10.84 -1.27 -17.73 -0.53
O 9.70 -0.59 -17.52 0.06
C 8.79 -1.42 -16.88 -0.05
C 9.85 -2.29 -16.14 -0.31
F 9.17 -3.46 -15.85 0.06
O 10.89 -2.41 -17.01 0.17
H 8.15 -0.87 -16.18 0.13
H 8.19 -1.99 -17.59 0.14
H 10.11 -1.80 -15.20 0.14
O 2.67 5.73 -19.00 0.15
C 3.54 6.45 -18.56 -0.51
O 3.58 6.95 -17.29 0.08
C 4.70 7.84 -17.29 -0.06
C 5.40 7.67 -18.56 -0.36
F 6.53 6.92 -18.42 0.08
O 4.44 7.10 -19.33 0.16
H 4.23 8.82 -17.18 0.15
H 5.29 7.47 -16.45 0.14
H 5.67 8.66 -18.93 0.18
O 9.09 3.74 -11.00 0.13
C 7.89 4.04 -11.02 -0.48
O 6.76 3.37 -11.56 0.02
C 5.52 4.09 -11.31 -0.04
C 6.00 5.12 -10.32 -0.32
F 5.66 4.85 -9.08 0.11
O 7.44 5.08 -10.37 0.13
H 4.95 4.41 -12.19 0.13
H 4.86 3.38 -10.82 0.14
H 5.65 6.15 -10.45 0.16
O 6.64 1.38 -15.34 0.09
C 7.02 2.60 -15.38 -0.49
O 6.24 3.54 -15.87 0.07
C 6.79 4.76 -15.41 -0.04
C 8.28 4.41 -15.47 -0.33
F 9.07 5.09 -14.64 0.11
O 8.28 3.05 -15.10 0.14
H 6.60 5.66 -16.00 0.13
H 6.45 4.91 -14.39 0.14
H 8.57 4.52 -16.52 0.14
O 10.00 6.13 -17.61 0.10
C 10.38 6.22 -18.81 -0.51
O 9.84 7.03 -19.69 0.11
C 10.43 6.76 -20.95 -0.03
C 11.68 5.93 -20.59 -0.37
F 12.89 6.54 -20.67 0.08
O 11.38 5.54 -19.37 0.17
H 9.71 6.28 -21.61 0.14
H 10.64 7.62 -21.59 0.14
H 11.86 5.07 -21.23 0.17
C 7.84 1.92 -19.75 -0.17
C 6.33 1.69 -19.73 -0.17
C 5.76 2.88 -20.46 -0.19
O 6.89 3.74 -20.62 -0.15
C 8.02 3.38 -19.80 -0.19
H 8.27 1.39 -20.61 0.12
H 8.28 1.39 -18.91 0.11
H 5.93 1.66 -18.72 0.10
H 5.86 0.76 -20.03 0.11
H 5.07 3.42 -19.80 0.11
H 5.39 2.60 -21.44 0.12
H 7.93 3.88 -18.84 0.11
H 9.01 3.65 -20.17 0.12
C 9.88 0.54 -11.83 -0.19
C 10.91 -0.52 -11.97 -0.18
C 10.16 -1.71 -12.58 -0.14
O 8.96 -1.02 -13.07 -0.16
C 8.88 0.36 -12.95 -0.21
H 10.31 1.54 -11.73 0.10
H 9.41 0.44 -10.86 0.12
H 11.42 -0.74 -11.03 0.11
H 11.72 -0.41 -12.69 0.11
H 9.98 -2.50 -11.85 0.12
H 10.68 -2.06 -13.46 0.09
H 7.86 0.62 -12.67 0.12
H 9.21 0.94 -13.81 0.11
C 8.89 7.66 -12.62 -0.12
O 7.44 7.68 -12.39 -0.13
H 9.53 7.44 -11.76 0.08
H 9.15 6.83 -13.27 0.05
H 9.27 8.59 -13.03 0.07
H 7.43 8.12 -11.54 0.06
C 2.78 3.80 -15.92 -0.17
O 1.67 4.66 -15.78 -0.11
H 3.60 4.00 -16.61 0.06
H 3.23 3.77 -14.92 0.07
H 2.39 2.82 -16.21 0.08
H 1.19 4.71 -16.61 0.07
```

***

Which one is most stable, and which one is least stable? one is the most stable of them, while two is the least stable.

***

## one
Computed, not measured: one molecule with the formula C9H10N2O3S, with wB97M-V/def2-TZVPD.

Highest occupied orbital energy, eV: -8.32
Total charge: 0
Molecular weight, u: 226.26
HOMO-LUMO gap, Ha: 0.322
Multiplicity: 1

The geometry in XYZ format:
```
25
Properties=species:S:1:pos:R:3:lowdin_charge:R:1
C 1.31 2.36 0.37 -0.08
C 2.74 2.20 0.37 -0.07
C 0.52 1.23 0.23 -0.05
C 3.25 0.93 0.05 -0.12
C 1.05 -0.07 -0.15 -0.20
C 2.45 -0.20 -0.22 -0.22
C -2.03 -2.12 0.00 -0.45
C -1.37 -0.85 -0.58 -0.28
C -2.02 0.07 -1.27 0.06
N 0.01 -1.02 -0.39 0.07
N -3.39 -2.20 0.29 0.16
O -1.30 -3.07 0.14 0.06
O 3.57 -2.10 1.18 -0.31
O 5.01 -0.97 -0.56 -0.47
S 3.76 -1.66 -0.45 0.96
H 0.76 3.24 0.60 0.09
H 3.46 3.07 0.65 0.13
H -0.58 1.46 0.25 0.11
H 4.37 0.70 -0.11 0.11
H -1.36 0.85 -1.72 0.09
H 2.66 -1.88 1.40 0.04
H -3.13 -0.01 -1.27 0.08
H 0.27 -1.89 0.03 0.11
H -3.74 -1.25 0.50 0.11
H -3.62 -2.91 0.93 0.09
```

***

## two
Computed, not measured: one molecule with the formula C9H10N2O3S, with wB97M-V/def2-TZVPD.

Structure (SMILES): C[C@@]1(C(N)=O)Nc2ccccc2S1(=O)=O
Highest occupied orbital energy, eV: -8.73
Total charge: 0
Molecular weight, u: 226.26
HOMO-LUMO gap, Ha: 0.339
Multiplicity: 1

The geometry in XYZ format:
```
25
Properties=species:S:1:pos:R:3:lowdin_charge:R:1
C 0.66 0.04 2.08 0.01
C -0.59 -0.31 1.14 -0.45
C -1.70 -0.72 2.09 -0.52
N -1.87 -2.04 2.03 0.19
O -2.33 0.10 2.75 0.06
N -0.90 0.80 0.35 0.07
C -0.11 0.90 -0.75 -0.29
C 0.02 2.07 -1.45 -0.02
C 0.87 2.06 -2.54 -0.08
C 1.45 0.91 -3.08 -0.08
C 1.23 -0.26 -2.37 -0.06
C 0.46 -0.30 -1.26 -0.21
S -0.02 -1.55 -0.10 0.73
O 1.15 -2.31 0.32 -0.29
O -1.11 -2.30 -0.47 -0.26
H 1.36 0.58 1.35 0.11
H 1.20 -0.77 2.53 0.08
H 0.36 0.81 2.78 0.08
H -1.40 -2.75 1.47 0.10
H -2.57 -2.45 2.64 0.13
H -1.12 1.66 0.94 0.20
H -0.08 3.00 -0.92 0.11
H 1.13 3.08 -3.03 0.14
H 2.06 0.91 -4.00 0.11
H 1.84 -1.16 -2.50 0.13
```

***

Which one is most stable, and which one is least stable? two is the most stable of them, while one is the least stable.

***

## one
Computed, not measured: a 4-piece molecular cluster, C16H44N4O4 overall, with wB97M-V/def2-TZVPD.

Structure (SMILES): COC[C@H](C)N.COC[C@H](C)N.COC[C@H](C)N.COC[C@H](C)N
Highest occupied orbital energy, eV: -9.34
Total charge: 0
Molecular weight, u: 356.55
HOMO-LUMO gap, Ha: 0.366
Multiplicity: 1

The geometry in XYZ format:
```
68
Properties=species:S:1:pos:R:3:lowdin_charge:R:1
C 17.04 -15.58 -11.42 -0.06
O 17.11 -15.43 -12.84 -0.24
C 18.07 -16.26 -13.44 -0.21
C 17.97 -16.06 -14.97 -0.44
C 19.04 -16.78 -15.76 -0.07
N 17.91 -14.67 -15.44 0.06
H 18.05 -15.42 -11.04 0.09
H 16.71 -16.58 -11.14 0.10
H 16.40 -14.78 -11.08 0.07
H 19.07 -16.03 -13.03 0.13
H 17.97 -17.34 -13.24 0.12
H 17.00 -16.53 -15.12 0.13
H 20.03 -16.36 -15.53 0.08
H 18.82 -16.72 -16.82 0.08
H 19.14 -17.85 -15.58 0.04
H 18.75 -14.14 -15.21 0.08
H 17.24 -14.25 -14.80 0.04
C 19.42 -14.84 -7.95 -0.11
O 18.86 -13.66 -8.53 -0.18
C 18.30 -12.81 -7.55 -0.22
C 16.89 -13.14 -7.11 -0.43
C 15.79 -13.26 -8.16 -0.05
N 16.46 -12.20 -6.01 0.02
H 20.03 -15.43 -8.64 0.08
H 18.70 -15.40 -7.37 0.08
H 20.27 -14.57 -7.30 0.08
H 19.01 -12.51 -6.77 0.13
H 18.24 -11.86 -8.09 0.13
H 16.90 -14.08 -6.54 0.12
H 15.90 -14.17 -8.75 0.06
H 15.86 -12.52 -8.96 0.08
H 14.81 -13.15 -7.70 0.08
H 15.65 -12.63 -5.58 0.06
H 17.23 -12.23 -5.35 0.06
C 11.77 -13.53 -15.33 -0.11
O 12.57 -13.96 -14.23 -0.20
C 13.94 -13.57 -14.34 -0.20
C 14.36 -12.76 -13.12 -0.41
C 13.89 -11.29 -13.14 -0.07
N 15.84 -12.73 -13.21 0.04
H 10.76 -13.86 -15.11 0.08
H 12.10 -13.99 -16.26 0.09
H 11.81 -12.44 -15.37 0.08
H 14.56 -14.47 -14.43 0.12
H 14.09 -13.04 -15.29 0.13
H 13.99 -13.08 -12.14 0.13
H 12.80 -11.36 -13.07 0.07
H 14.12 -10.80 -14.08 0.08
H 14.22 -10.72 -12.27 0.07
H 16.26 -12.16 -12.48 0.07
H 16.15 -13.67 -12.95 0.02
C 17.30 -19.86 -14.93 -0.12
O 17.30 -20.58 -16.13 -0.18
C 17.98 -19.93 -17.19 -0.23
C 18.03 -20.80 -18.42 -0.43
C 18.89 -20.19 -19.52 -0.07
N 16.70 -21.03 -19.01 0.03
H 16.70 -20.41 -14.20 0.09
H 16.88 -18.87 -15.14 0.08
H 18.27 -19.70 -14.44 0.08
H 17.47 -18.96 -17.33 0.13
H 19.01 -19.67 -16.91 0.12
H 18.44 -21.78 -18.15 0.14
H 19.86 -19.90 -19.12 0.07
H 18.45 -19.25 -19.88 0.08
H 18.99 -20.83 -20.39 0.08
H 16.13 -21.60 -18.39 0.07
H 16.24 -20.12 -18.98 0.07
```

***

## two
Computed, not measured: a 4-piece molecular cluster, C16H44N4O4 overall, with wB97M-V/def2-TZVPD.

Structure (SMILES): COC[C@H](C)N.COC[C@H](C)N.COC[C@H](C)N.COC[C@H](C)N
Highest occupied orbital energy, eV: -9.10
Total charge: 0
Molecular weight, u: 356.55
HOMO-LUMO gap, Ha: 0.357
Multiplicity: 1

The geometry in XYZ format:
```
68
Properties=species:S:1:pos:R:3:lowdin_charge:R:1
C -3.18 7.29 2.42 -0.10
O -3.98 7.22 3.58 -0.21
C -5.30 6.92 3.37 -0.23
C -5.97 7.27 4.71 -0.42
C -5.69 8.72 5.11 -0.09
N -5.39 6.56 5.81 0.03
H -2.10 7.18 2.50 0.09
H -3.34 8.25 1.94 0.09
H -3.52 6.61 1.63 0.08
H -5.62 7.64 2.62 0.12
H -5.43 5.87 3.13 0.13
H -7.05 7.18 4.71 0.14
H -6.24 9.10 5.96 0.07
H -5.93 9.47 4.36 0.07
H -4.68 9.01 5.42 0.08
H -4.41 6.41 5.60 0.07
H -5.77 5.62 5.89 0.07
C -6.79 0.10 -3.96 -0.09
O -5.52 -0.46 -3.59 -0.20
C -5.26 -1.57 -4.39 -0.21
C -4.67 -1.11 -5.74 -0.44
C -4.30 -2.33 -6.58 -0.08
N -3.44 -0.33 -5.60 0.03
H -7.16 0.74 -3.16 0.09
H -7.56 -0.57 -4.36 0.09
H -6.52 0.76 -4.78 0.08
H -4.51 -2.16 -3.86 0.13
H -6.21 -2.09 -4.52 0.12
H -5.28 -0.45 -6.36 0.13
H -5.09 -2.98 -6.94 0.07
H -3.62 -2.99 -6.04 0.08
H -3.76 -1.98 -7.45 0.07
H -3.29 0.34 -6.34 0.07
H -3.74 0.27 -4.84 0.06
C 2.47 2.57 1.04 -0.10
O 1.62 2.28 2.13 -0.21
C 0.54 1.47 1.81 -0.23
C -0.17 1.07 3.07 -0.47
C -1.51 0.45 2.84 -0.08
N -0.44 2.19 3.88 0.04
H 2.88 1.67 0.58 0.09
H 3.23 3.27 1.39 0.09
H 1.98 3.08 0.22 0.08
H 0.01 2.17 1.16 0.13
H 0.93 0.62 1.26 0.13
H 0.38 0.32 3.64 0.14
H -2.28 0.53 3.61 0.08
H -1.45 -0.62 2.64 0.08
H -1.96 0.94 1.98 0.08
H -1.25 2.71 3.59 0.08
H 0.31 2.87 3.85 0.07
C 8.01 -6.28 -1.47 -0.05
O 9.44 -6.39 -1.02 -0.24
C 10.28 -7.39 -1.70 -0.15
C 9.93 -8.74 -0.99 -0.48
C 10.89 -8.96 0.14 -0.07
N 10.07 -9.82 -1.89 0.04
H 8.11 -6.16 -2.55 0.08
H 7.72 -5.30 -1.09 0.08
H 7.36 -7.10 -1.18 0.07
H 10.01 -7.37 -2.75 0.10
H 11.34 -7.17 -1.67 0.12
H 8.93 -8.57 -0.60 0.12
H 10.86 -10.01 0.41 0.07
H 10.56 -8.38 1.01 0.09
H 11.94 -8.82 -0.11 0.09
H 9.17 -10.10 -2.24 0.08
H 10.40 -10.55 -1.27 0.06
```

***

Which one is most stable, and which one is least stable? one is the most stable of them, while two is the least stable.